A structure of composition C2H2BrCl3 in a non-equilibrium geometry. Source: the OMol25 dataset; level of theory: ωB97M-V with the def2-TZVPD basis set.

Structure (XYZ):
```
8
Properties=species:S:1:pos:R:3
C -0.11 -0.81 -0.65
C -0.05 0.66 -0.63
Cl -0.49 -1.18 -2.33
Cl 1.59 -1.35 -0.14
Cl -0.23 1.30 3.89
Br -0.68 1.49 1.04
H -0.72 -1.17 0.13
H 0.69 1.06 -1.31
```

**Kohn-Sham gap (alpha / beta)**: 9.5 / 5.9 eV
**Relative energy (zero: lowest compared OMol25 entry of this formula, charge and spin)**: 3.2846 eV
**Net charge**: 0
**LUMO energy (alpha / beta)**: -1.61 / -3.52 eV

Atomic partial charges in e from the Löwdin method, atoms 1 to 5: number 1, C, carries -1.154; number 2, C, carries -0.586; number 3, Cl, carries 0.632; number 4, Cl, carries 0.528; number 5, Cl, carries -0.155